Record 1
Density functional theory data (the ωB97M-V functional and the def2-TZVPD basis) for an isolated molecule of C3H6N2O2.

Net charge: 0
LUMO energy: 0.716 eV
Gap between HOMO and LUMO: 10.3 eV
Structure (SMILES): N[C@]1(NC=O)CO1
DFT total energy: -377.8578 Ha
M: 102.093 u
Strongest force on any atom: 0.924 eV Å⁻¹
Spin multiplicity: 1
ΔE to the lowest compared entry with this formula, charge and spin: 63.7 kcal/mol
Highest occupied orbital energy: -9.58 eV

Last column: natural (NBO) charge in e.
Element x y z (Å)
N: 1.298 0.387 -1.330  -0.83
C: 0.355 -0.281 -0.502  0.49
O: 0.322 -1.660 -0.801  -0.49
C: 0.625 -1.265 0.548  -0.10
O: -0.608 0.521 2.128  -0.59
C: -1.218 0.839 1.132  0.53
N: -0.850 0.567 -0.173  -0.67
H: 1.307 0.022 -2.281  0.38
H: 1.070 1.369 -1.332  0.37
H: 1.606 -1.455 0.981  0.20
H: -0.218 -1.453 1.202  0.20
H: -2.183 1.384 1.223  0.12
H: -1.459 1.030 -0.847  0.40



Record 2
Density functional theory data (the ωB97M-V functional and the def2-TZVPD basis) for a cluster of 2 separate species, C3H9IN in total.

Net charge: +1
LUMO energy (alpha / beta): -6.809 / -6.810 eV
Gap between HOMO and LUMO (alpha / beta): 6.5 / 6.5 eV
DFT total energy: -471.7753 Ha
M: 186.016 u
Strongest force on any atom: 4.675 eV Å⁻¹
Spin multiplicity: 1
ΔE to the lowest compared entry with this formula, charge and spin: 73.7 kcal/mol
Highest occupied orbital energy (alpha / beta): -13.31 / -13.31 eV

Last column: natural (NBO) charge in e.
Element x y z (Å)
C: 0.501 -1.045 -1.087  -0.82
C: -2.342 1.054 -0.738  -0.42
C: 1.105 -0.521 0.094  0.04
N: -1.274 1.622 -0.018  -0.85
I: 2.984 0.241 0.151  0.55
H: 1.194 -1.329 -1.878  0.29
H: -0.307 -1.693 -1.047  0.29
H: -0.169 -0.263 -1.694  0.37
H: -1.934 0.988 -1.743  0.19
H: -2.644 0.146 -0.226  0.20
H: -3.290 1.684 -0.800  0.20
H: 0.648 -0.719 1.011  0.21
H: -1.029 2.623 -0.243  0.37
H: -1.490 1.856 0.959  0.37



Record 3
Density functional theory data (the ωB97M-V functional and the def2-TZVPD basis) for a cluster of 2 separate species, C5H14O2 in total.

Net charge: 0
LUMO energy: 0.794 eV
Gap between HOMO and LUMO: 10.8 eV
Structure (SMILES): CC(C)CCO.O
DFT total energy: -349.3483 Ha
M: 106.165 u
Strongest force on any atom: 2.146 eV Å⁻¹
Spin multiplicity: 1
ΔE to the lowest compared entry with this formula, charge and spin: 17.3 kcal/mol
Highest occupied orbital energy: -10.04 eV

Last column: natural (NBO) charge in e.
Element x y z (Å)
C: -1.571 0.503 0.557  -0.06
O: -0.339 0.759 1.226  -0.74
C: -1.206 0.290 -0.911  -0.43
C: -0.274 -0.926 -1.065  -0.23
C: 0.970 -0.700 -1.941  -0.60
C: -1.009 -2.115 -1.681  -0.61
H: -2.118 1.445 0.558  0.17
H: -2.070 -0.327 1.054  0.17
H: -0.449 0.873 2.167  0.47
H: -0.662 1.187 -1.222  0.21
H: -1.949 0.234 -1.711  0.22
H: 0.095 -1.304 -0.108  0.21
H: 1.695 0.047 -1.628  0.22
H: 1.357 -1.651 -2.300  0.21
H: 0.611 -0.258 -2.894  0.19
H: -1.162 -2.032 -2.772  0.20
H: -2.015 -2.305 -1.292  0.20
H: -0.522 -3.095 -1.660  0.21
H: 3.589 1.485 2.715  0.47
H: 2.933 1.881 4.012  0.46
O: 2.764 1.878 3.060  -0.93



Record 4
Density functional theory data (the ωB97M-V functional and the def2-TZVPD basis) for a cluster of 2 separate species, C3H5NO2 in total.

Net charge: 0
LUMO energy: 0.645 eV
Gap between HOMO and LUMO: 9.2 eV
Structure (SMILES): O=C=O.C=CN
DFT total energy: -322.5611 Ha
M: 87.078 u
Strongest force on any atom: 0.895 eV Å⁻¹
Spin multiplicity: 1
ΔE to the lowest compared entry with this formula, charge and spin: 8.3 kcal/mol
Highest occupied orbital energy: -8.57 eV

Last column: natural (NBO) charge in e.
Element x y z (Å)
N: 1.617 -0.462 -0.003  -0.81
C: 0.379 -0.864 -0.495  0.01
C: -0.722 -1.102 0.225  -0.54
O: -2.088 1.735 -0.168  -0.51
C: -0.983 1.896 0.162  1.04
O: 0.111 2.123 0.503  -0.54
H: 1.569 -0.056 0.922  0.37
H: 2.120 0.156 -0.625  0.38
H: 0.370 -1.024 -1.572  0.19
H: -1.627 -1.464 -0.250  0.21
H: -0.747 -0.939 1.301  0.19



Record 5
Density functional theory data (the ωB97M-V functional and the def2-TZVPD basis) for a cluster of 2 separate species, C2H9N2 in total.

Net charge: 0
LUMO energy (alpha / beta): 1.146 / 1.091 eV
Gap between HOMO and LUMO (alpha / beta): 6.2 / 10.4 eV
DFT total energy: -191.0340 Ha
M: 61.108 u
Strongest force on any atom: 0.638 eV Å⁻¹
Spin multiplicity: 2
ΔE to the lowest compared entry with this formula, charge and spin: 0.0 kcal/mol
Highest occupied orbital energy (alpha / beta): -5.08 / -9.29 eV

Last column: Mulliken spin population.
Element x y z (Å)
C: -0.978 1.956 -1.119  0.01
H: -1.473 2.817 -1.563  0.00
H: -1.625 1.093 -1.259  0.00
H: -0.853 2.141 -0.056  -0.01
H: -0.004 1.776 -1.565  0.00
N: 1.215 -1.276 -0.334  0.14
C: 0.233 -0.858 0.550  0.75
N: 0.410 -1.183 1.903  0.06
H: 2.130 -1.425 0.046  0.00
H: 1.143 -1.183 -1.329  -0.01
H: -0.763 -0.621 0.217  0.03
H: -0.449 -1.256 2.423  0.00
H: 1.011 -1.981 2.086  0.02



Record 6
Density functional theory data (the ωB97M-V functional and the def2-TZVPD basis) for a cluster of 2 separate species, C9H14 in total.

Net charge: 0
LUMO energy: 1.010 eV
Gap between HOMO and LUMO: 9.8 eV
Structure (SMILES): Cc1ccccc1.CC
DFT total energy: -351.2440 Ha
M: 122.211 u
Strongest force on any atom: 5.082 eV Å⁻¹
Spin multiplicity: 1
ΔE to the lowest compared entry with this formula, charge and spin: 54.1 kcal/mol
Highest occupied orbital energy: -8.75 eV

Last column: natural (NBO) charge in e.
Element x y z (Å)
C: 1.635 0.677 1.232  -0.63
C: 0.456 1.524 -0.733  -0.22
C: 0.438 1.032 0.508  -0.02
C: -0.746 1.859 -1.467  -0.19
C: -0.948 0.624 0.944  -0.19
C: -1.994 1.260 -1.141  -0.23
C: -1.968 0.524 0.030  -0.24
H: 1.356 1.755 -1.326  0.21
H: -0.611 2.526 -2.338  0.21
H: 1.303 0.291 2.161  0.22
H: 2.385 1.314 1.393  0.22
H: -0.975 0.172 1.986  0.21
H: -2.905 1.348 -1.819  0.23
H: -2.913 0.091 0.276  0.21
H: 2.028 -0.292 0.786  0.22
C: 1.364 -2.627 -0.522  -0.62
C: 0.758 -3.194 0.844  -0.62
H: 1.712 -1.512 -0.587  0.21
H: 2.116 -3.230 -0.970  0.21
H: 0.647 -2.798 -1.317  0.20
H: 1.490 -2.656 1.673  0.20
H: 0.717 -4.259 0.980  0.21
H: -0.324 -2.832 0.940  0.21



Record 7
Density functional theory data (the ωB97M-V functional and the def2-TZVPD basis) for an isolated molecule of C7H12O.

Net charge: 0
LUMO energy: 0.804 eV
Gap between HOMO and LUMO: 9.4 eV
Structure (SMILES): CC(C)=C(C)CC=O
DFT total energy: -349.1048 Ha
M: 112.172 u
Strongest force on any atom: 3.427 eV Å⁻¹
Spin multiplicity: 1
ΔE to the lowest compared entry with this formula, charge and spin: 27.5 kcal/mol
Highest occupied orbital energy: -8.59 eV

Last column: natural (NBO) charge in e.
Element x y z (Å)
C: -1.215 0.781 0.869  -0.52
C: -1.049 -1.639 0.017  -0.65
C: 1.873 -1.102 -0.290  -0.65
C: 1.467 1.378 -0.120  -0.66
C: -0.442 -0.266 0.037  -0.03
C: 0.873 -0.004 -0.059  0.08
C: -2.042 1.143 -0.346  0.43
O: -3.205 0.838 -0.509  -0.56
H: -1.529 1.844 -1.033  0.11
H: -1.811 0.291 1.638  0.23
H: -0.628 1.622 1.224  0.22
H: -0.678 -2.205 -0.836  0.22
H: -0.809 -2.206 0.919  0.22
H: -2.132 -1.551 -0.031  0.24
H: 2.134 -1.146 -1.350  0.22
H: 2.788 -0.897 0.263  0.22
H: 1.680 1.747 0.885  0.22
H: 0.815 2.093 -0.616  0.22
H: 2.406 1.357 -0.670  0.22
H: 1.504 -2.077 0.009  0.22



Record 8
Density functional theory data (the ωB97M-V functional and the def2-TZVPD basis) for a structure of composition C15H17ErIN5O9.

Net charge: 0
LUMO energy (alpha / beta): -0.364 / -0.364 eV
Gap between HOMO and LUMO (alpha / beta): 7.6 / 7.6 eV
DFT total energy: -2845.5358 Ha
M: 705.491 u
Strongest force on any atom: 3.769 eV Å⁻¹
Spin multiplicity: 4
ΔE to the lowest compared entry with this formula, charge and spin: 19.7 kcal/mol
Highest occupied orbital energy (alpha / beta): -8.00 / -8.00 eV

Last column: Mulliken spin population.
Element x y z (Å)
Er: 1.010 -0.266 -0.299  3.02
O: 2.769 3.026 -2.819  0.00
C: 1.984 2.178 -2.204  0.00
O: 2.285 1.017 -1.805  0.00
C: 0.655 2.798 -1.854  0.00
O: -0.285 1.909 -1.124  0.00
C: -0.887 2.481 0.094  0.00
C: 0.202 2.335 1.115  0.00
O: 0.916 3.234 1.567  0.00
O: 0.337 1.059 1.311  0.00
H: 3.671 2.588 -2.867  0.00
H: 0.226 3.337 -2.690  0.00
H: 0.888 3.607 -1.091  0.00
H: -1.708 1.785 0.368  0.00
H: -1.270 3.555 0.035  0.00
N: 0.445 -1.352 -2.475  0.00
C: 1.480 -2.438 -2.730  0.00
C: 2.445 -2.696 -1.497  0.00
O: 3.219 -3.639 -1.712  0.00
O: 2.297 -2.002 -0.433  0.00
H: -0.481 -1.810 -2.422  0.00
H: 0.281 -0.718 -3.345  0.00
H: 2.052 -2.177 -3.644  0.00
H: 0.991 -3.429 -2.880  0.00
O: -0.156 -1.543 1.110  0.00
N: -1.379 -1.732 1.335  0.00
N: -2.093 -1.124 0.391  0.00
O: -1.527 -0.602 -0.683  0.00
C: -3.493 -1.079 0.718  0.00
C: -3.850 -1.195 2.071  0.00
C: -5.200 -1.216 2.355  0.00
C: -6.110 -1.257 1.329  0.00
C: -5.781 -0.961 0.028  0.00
C: -4.468 -0.867 -0.326  0.00
H: -3.152 -1.554 2.765  0.00
H: -5.551 -1.169 3.412  0.00
H: -7.113 -1.588 1.528  0.00
H: -6.473 -0.857 -0.782  0.00
H: -4.017 -0.539 -1.255  0.00
I: 6.841 0.029 3.088  0.00
C: 4.927 0.036 2.406  0.00
C: 3.971 0.822 2.963  0.00
N: 2.900 0.872 2.113  0.00
N: 3.098 0.038 1.092  0.00
C: 4.346 -0.387 1.140  0.00
H: 3.999 1.302 3.920  0.00
H: 1.981 1.302 2.208  0.00
H: 4.777 -1.113 0.480  0.00